# 1
The following is a DFT calculation (ωB97M-V/def2-TZVPD) of C32H25N7S2TeTi as an isolated structure at a distorted geometry.

Properties
**E_tot**: -96099.918 eV
**Energy above the lowest of the compared OMol25 structures with the same formula, charge and spin**: 148.1 kJ/mol
**LUMO (spin up / spin down)**: -0.3 / -0.4 eV
**Largest force on an atom**: 3.349 eV Å⁻¹
**Expectation value of S²**: 2.035
**2S+1**: 3
**Gap between HOMO and LUMO (spin up / spin down)**: 4.84 / 7.07 eV

Geometry (Å):
Ti 0.43 0.02 -0.45
C -3.67 1.16 -2.35
C -4.22 2.02 -1.44
C -3.49 2.46 -0.40
C -2.09 2.15 -0.30
N -1.49 1.29 -1.27
C -2.39 0.77 -2.18
N -1.46 2.92 0.60
C -0.16 2.85 0.78
N 0.80 1.98 0.17
C 2.02 2.51 0.54
N 3.23 2.23 0.05
C 3.38 1.35 -0.94
C 4.68 1.23 -1.48
C 4.96 0.46 -2.57
C 3.83 -0.09 -3.32
C 2.62 0.10 -2.75
N 2.26 0.71 -1.57
C 1.89 3.64 1.37
C 2.89 4.57 1.87
C 2.42 5.64 2.66
C 1.06 5.73 2.99
C 0.13 4.85 2.49
C 0.52 3.84 1.59
H -4.26 0.76 -3.10
H -5.31 2.13 -1.49
H -3.66 3.28 0.26
H -1.90 0.01 -2.78
H 5.47 1.75 -0.92
H 6.01 0.23 -2.81
H 4.04 -0.65 -4.21
H 1.85 -0.45 -3.22
H 3.94 4.34 1.69
H 3.19 6.23 3.20
H 0.61 6.61 3.50
H -0.78 4.99 2.97
C -0.61 0.99 3.16
C -1.59 0.19 2.29
N -1.33 -0.40 1.16
C -2.41 -1.15 0.74
C -3.54 -1.10 1.49
S -3.15 -0.06 2.77
C -2.19 -1.96 -0.41
C -2.84 -3.10 -0.75
S -2.09 -3.77 -2.12
C -0.85 -2.57 -2.05
N -1.03 -1.71 -1.09
C 0.37 -2.68 -2.92
H -0.85 0.85 4.19
H -0.61 2.08 2.97
H 0.41 0.51 3.04
H -4.53 -1.54 1.34
H -3.75 -3.52 -0.29
H 0.24 -3.61 -3.57
H 1.25 -2.84 -2.26
H 0.49 -1.74 -3.48
Te 2.03 -1.96 0.64
C 0.77 -3.61 0.63
C -0.28 -3.71 1.55
C -1.05 -4.89 1.60
C -0.72 -5.94 0.74
C 0.38 -5.80 -0.13
C 1.17 -4.64 -0.17
H -0.52 -2.95 2.32
H -1.83 -4.89 2.32
H -1.32 -6.82 0.70
H 0.60 -6.67 -0.71
H 2.06 -4.57 -0.85

# 2
The following is a DFT calculation (ωB97M-V/def2-TZVPD) of a 5-piece molecular cluster, C32H26BBrIO18 overall at a distorted geometry.

Properties
**E_tot**: -149279.614 eV
**LUMO**: 0.0 eV
**Largest force on an atom**: 1.915 eV Å⁻¹
**Total charge**: -1
**2S+1**: 1
**Gap between HOMO and LUMO**: 5.22 eV

Geometry (Å):
C -0.71 -2.23 -2.78
C -0.09 -1.27 -3.13
C 0.72 -0.13 -3.57
C 1.98 0.13 -2.77
Br 1.28 0.15 -0.76
O 2.49 1.32 -2.98
B 4.02 1.23 -2.96
C 4.79 1.97 -1.73
C 4.80 1.29 -0.38
C 5.09 0.01 -0.15
O 4.25 -0.22 -3.16
C 3.16 -0.91 -2.75
I 2.98 -2.60 -4.13
H -1.16 -3.11 -2.38
H 0.09 0.76 -3.53
H 1.01 -0.33 -4.61
H 4.41 1.82 -3.97
H 4.38 2.98 -1.61
H 5.82 2.09 -2.06
H 4.58 1.91 0.49
H 5.53 -0.62 -0.91
H 4.90 -0.44 0.82
H 3.21 -1.33 -1.75
C -4.10 1.19 0.89
C -2.97 1.32 0.18
C -2.88 0.92 -1.28
O -1.80 1.12 -1.79
C -4.04 0.34 -1.92
C -5.17 0.20 -1.20
C -5.27 0.63 0.25
O -6.35 0.47 0.79
O -6.29 -0.32 -1.68
O -1.85 1.80 0.68
H -4.17 1.48 1.92
H -3.96 0.03 -2.95
H -6.93 -0.28 -0.94
H -1.17 1.75 -0.03
C -3.46 -0.91 5.76
C -2.81 -0.86 6.93
C -1.67 0.10 7.18
O -1.17 0.07 8.29
C -1.24 0.96 6.10
C -1.88 0.90 4.92
C -3.05 -0.03 4.69
O -3.59 0.01 3.60
O -1.54 1.65 3.88
O -3.10 -1.61 7.98
H -4.29 -1.59 5.58
H -0.40 1.62 6.27
H -2.11 1.42 3.13
H -2.47 -1.35 8.68
C 0.88 -7.16 2.02
C -0.34 -7.67 1.82
C -1.13 -7.42 0.56
O -2.22 -7.96 0.49
C -0.56 -6.57 -0.46
C 0.66 -6.04 -0.27
C 1.46 -6.32 0.99
O 2.57 -5.81 1.06
O 1.26 -5.26 -1.14
O -0.97 -8.45 2.69
H 1.45 -7.34 2.92
H -1.14 -6.38 -1.35
H 2.12 -5.01 -0.76
H -1.82 -8.67 2.27
C 1.82 4.45 -2.54
C 0.87 4.87 -1.70
C 0.41 6.31 -1.63
O -0.48 6.58 -0.85
C 1.06 7.29 -2.49
C 2.02 6.87 -3.32
C 2.46 5.42 -3.41
O 3.33 5.19 -4.23
O 2.69 7.67 -4.15
O 0.22 4.08 -0.86
H 2.13 3.41 -2.59
H 0.74 8.32 -2.42
H 3.31 7.07 -4.62
H -0.44 4.65 -0.41

# 3
The following is a DFT calculation (ωB97M-V/def2-TZVPD) of C32H26Br2HfN5S5 as an isolated structure at a distorted geometry.

Properties
**E_tot**: -236620.756 eV
**Energy above the lowest of the compared OMol25 structures with the same formula, charge and spin**: 0.0 kJ/mol
**LUMO**: -4.6 eV
**Largest force on an atom**: 2.006 eV Å⁻¹
**Total charge**: +1
**2S+1**: 1
**Gap between HOMO and LUMO**: 4.75 eV

Geometry (Å):
Hf 0.02 -0.05 -0.11
S -2.72 7.01 -0.17
C -2.07 5.52 -0.19
S -2.29 4.38 -1.49
C -1.34 3.08 -0.81
C -0.77 3.31 0.39
S 0.21 2.19 1.29
S -1.06 4.90 1.09
S -1.21 1.62 -1.74
Br -6.93 -1.28 2.23
C -5.06 -1.06 2.20
C -4.25 -1.96 2.89
C -2.88 -1.83 2.84
C -2.30 -0.81 2.08
C -3.13 0.10 1.41
C -4.50 -0.02 1.47
N -0.91 -0.68 1.91
C -0.10 -0.95 2.87
C 1.33 -0.78 2.71
C 2.18 -0.95 3.80
C 3.54 -0.75 3.64
C 4.01 -0.40 2.38
C 3.10 -0.25 1.35
N 1.79 -0.42 1.50
H -4.71 -2.77 3.45
H -2.26 -2.56 3.35
H -2.67 0.91 0.84
H -5.14 0.69 0.96
H -0.47 -1.25 3.84
H 1.77 -1.23 4.76
H 4.22 -0.86 4.47
H 5.06 -0.24 2.21
H 3.43 0.01 0.35
N 5.35 2.83 -5.09
C 4.58 2.43 -4.34
C 3.64 1.91 -3.39
C 3.03 0.68 -3.60
C 2.15 0.21 -2.65
N 1.85 0.88 -1.53
C 2.43 2.07 -1.34
C 3.33 2.62 -2.23
H 3.24 0.11 -4.50
H 1.66 -0.75 -2.78
H 2.16 2.60 -0.43
H 3.77 3.59 -2.04
C 1.77 -4.47 -3.01
C 1.78 -4.36 -1.48
C 0.90 -5.46 -0.86
C 3.22 -4.47 -0.94
C 1.23 -3.05 -1.10
C 0.78 -1.96 -0.79
H 2.14 -5.45 -3.31
H 2.42 -3.71 -3.46
H 0.76 -4.35 -3.40
H 1.28 -6.44 -1.16
H -0.13 -5.37 -1.21
H 0.91 -5.40 0.22
H 3.66 -5.42 -1.25
H 3.22 -4.42 0.15
H 3.83 -3.66 -1.33
Br -3.68 -4.94 0.34
C -3.37 -3.40 -0.71
C -4.23 -3.05 -1.74
C -3.93 -1.91 -2.47
C -2.83 -1.15 -2.12
N -2.02 -1.48 -1.11
C -2.27 -2.60 -0.44
H -5.10 -3.65 -1.98
H -4.55 -1.60 -3.30
H -2.59 -0.24 -2.65
H -1.56 -2.90 0.32

What did the third record say?
The following is a DFT calculation (ωB97M-V/def2-TZVPD) of C32H26Br2HfN5S5 as an isolated structure at a distorted geometry.

Properties
**E_tot**: -236620.756 eV
**Energy above the lowest of the compared OMol25 structures with the same formula, charge and spin**: 0.0 kJ/mol
**LUMO**: -4.6 eV
**Largest force on an atom**: 2.006 eV Å⁻¹
**Total charge**: +1
**2S+1**: 1
**Gap between HOMO and LUMO**: 4.75 eV

Geometry (Å):
Hf 0.02 -0.05 -0.11
S -2.72 7.01 -0.17
C -2.07 5.52 -0.19
S -2.29 4.38 -1.49
C -1.34 3.08 -0.81
C -0.77 3.31 0.39
S 0.21 2.19 1.29
S -1.06 4.90 1.09
S -1.21 1.62 -1.74
Br -6.93 -1.28 2.23
C -5.06 -1.06 2.20
C -4.25 -1.96 2.89
C -2.88 -1.83 2.84
C -2.30 -0.81 2.08
C -3.13 0.10 1.41
C -4.50 -0.02 1.47
N -0.91 -0.68 1.91
C -0.10 -0.95 2.87
C 1.33 -0.78 2.71
C 2.18 -0.95 3.80
C 3.54 -0.75 3.64
C 4.01 -0.40 2.38
C 3.10 -0.25 1.35
N 1.79 -0.42 1.50
H -4.71 -2.77 3.45
H -2.26 -2.56 3.35
H -2.67 0.91 0.84
H -5.14 0.69 0.96
H -0.47 -1.25 3.84
H 1.77 -1.23 4.76
H 4.22 -0.86 4.47
H 5.06 -0.24 2.21
H 3.43 0.01 0.35
N 5.35 2.83 -5.09
C 4.58 2.43 -4.34
C 3.64 1.91 -3.39
C 3.03 0.68 -3.60
C 2.15 0.21 -2.65
N 1.85 0.88 -1.53
C 2.43 2.07 -1.34
C 3.33 2.62 -2.23
H 3.24 0.11 -4.50
H 1.66 -0.75 -2.78
H 2.16 2.60 -0.43
H 3.77 3.59 -2.04
C 1.77 -4.47 -3.01
C 1.78 -4.36 -1.48
C 0.90 -5.46 -0.86
C 3.22 -4.47 -0.94
C 1.23 -3.05 -1.10
C 0.78 -1.96 -0.79
H 2.14 -5.45 -3.31
H 2.42 -3.71 -3.46
H 0.76 -4.35 -3.40
H 1.28 -6.44 -1.16
H -0.13 -5.37 -1.21
H 0.91 -5.40 0.22
H 3.66 -5.42 -1.25
H 3.22 -4.42 0.15
H 3.83 -3.66 -1.33
Br -3.68 -4.94 0.34
C -3.37 -3.40 -0.71
C -4.23 -3.05 -1.74
C -3.93 -1.91 -2.47
C -2.83 -1.15 -2.12
N -2.02 -1.48 -1.11
C -2.27 -2.60 -0.44
H -5.10 -3.65 -1.98
H -4.55 -1.60 -3.30
H -2.59 -0.24 -2.65
H -1.56 -2.90 0.32